1.
{"formula": "C3H4N2O", "method": "ωB97M-V/def2-TZVPD", "species": ["O", "C", "N", "C", "C", "N", "H", "H", "H", "H"], "coordinates": [[0.5999, -1.5674, 0.1146], [1.3020, -0.5729, 0.1065], [0.7830, 0.6745, 0.0106], [-0.7435, 0.6617, -0.0828], [-1.2555, -0.7186, -0.0282], [-2.1654, -1.4368, -0.0375], [2.3868, -0.7053, 0.1790], [1.4762, 1.4305, 0.0172], [-1.2480, 1.1730, 0.7519], [-1.1355, 1.0612, -1.0314]], "atomic_forces_ev_per_a": [[1.08, -0.28, 0.07], [-0.07, -0.61, 0.02], [-0.75, -0.57, -0.01], [1.25, 0.45, 0.05], [-2.11, 0.07, -0.12], [0.55, 0.16, 0.03], [0.15, 0.59, -0.02], [-1.31, -0.09, -0.08], [0.62, 0.13, -0.26], [0.58, 0.16, 0.32]], "nbo_charge": [-0.552, 0.516, -0.621, -0.312, 0.275, -0.363, 0.146, 0.423, 0.244, 0.243], "smiles": "N#CCNC=O", "e_lumo_ev": 0.480, "relative_energy_ev": 1.862, "e_homo_ha": -0.34879, "total_energy_ha": -301.4188}

2.
{"formula": "C5H7NO2", "method": "ωB97M-V/def2-TZVPD", "species": ["C", "C", "C", "C", "C", "H", "H", "H", "H", "H", "H", "H", "N", "O", "O"], "coordinates": [[-1.2088, 1.8374, -0.3914], [-0.2841, 0.6392, -0.1394], [0.3792, -0.2028, -0.5893], [0.8472, -1.3517, -1.4822], [0.7008, 0.1920, 0.9046], [-1.0956, 2.3437, -1.1163], [-1.2228, 2.6824, 0.4470], [-2.3155, 1.6637, 0.0183], [0.5945, -1.3151, -2.7104], [1.6607, -1.8149, -1.6310], [0.5808, -2.3332, -0.8727], [1.3656, 0.5374, 1.3286], [0.1381, -0.7927, 1.8143], [0.7312, -0.7437, 2.8834], [-0.8713, -1.3414, 1.5366]], "atomic_forces_ev_per_a": [[-3.90, -5.48, 14.10], [-6.96, 11.50, 4.12], [9.62, -10.18, -4.30], [-7.78, 1.11, -0.70], [-13.14, -7.68, -9.38], [1.17, 5.83, -10.48], [1.52, -1.71, -1.09], [1.85, -0.51, -2.11], [-0.64, -0.08, 3.56], [8.11, -1.01, -0.17], [-1.42, 1.65, -1.48], [12.22, 6.88, 6.26], [1.30, 3.11, 0.90], [-0.33, -1.42, 0.68], [-1.63, -2.01, 0.08]], "nbo_charge": [-0.605, 0.031, 0.108, -0.674, -0.135, 0.182, 0.232, 0.245, 0.234, 0.237, 0.257, 0.165, 0.534, -0.425, -0.385], "smiles": "CC1=C(C)C1[N+](=O)[O-]", "e_lumo_ev": 0.641, "relative_energy_ev": 11.048, "e_homo_ha": -0.36920, "total_energy_ha": -399.5596}

3.
{"formula": "C17H15Cl3CsIN7OSeSi", "method": "ωB97M-V/def2-TZVPD", "species": ["Cs", "Se", "N", "C", "C", "C", "C", "C", "N", "C", "C", "N", "C", "C", "C", "C", "C", "N", "H", "H", "H", "H", "H", "H", "Cl", "Si", "Cl", "Cl", "I", "C", "H", "H", "C", "N", "C", "C", "O", "N", "C", "N", "H", "H", "H", "H", "H", "H", "H"], "coordinates": [[0.7571, 2.2208, -1.0646], [1.5934, -3.7983, 6.4241], [0.2407, -3.5507, 5.2918], [0.6984, -2.8177, 4.3177], [-0.1171, -2.3722, 3.1882], [-1.4837, -2.6326, 3.1205], [-2.2042, -2.1393, 2.0583], [-1.5188, -1.4133, 1.0856], [-0.2193, -1.1797, 1.1217], [0.4808, -1.6317, 2.1648], [1.9225, -1.2704, 2.2306], [2.4306, -0.5715, 1.2136], [3.6815, -0.1517, 1.2894], [4.5075, -0.4042, 2.3869], [4.0047, -1.1577, 3.4198], [2.6891, -1.6145, 3.3459], [2.0910, -2.4281, 4.4031], [2.7430, -2.8493, 5.4494], [-1.9509, -3.2003, 3.9147], [-3.2722, -2.2903, 1.9809], [-2.0608, -0.9812, 0.2484], [4.0503, 0.4076, 0.4332], [5.5150, -0.0128, 2.4114], [4.5973, -1.3996, 4.2928], [-0.6775, 3.5560, 3.5892], [-0.2524, 3.9661, 1.5028], [-2.2298, 4.6693, 0.9073], [0.7235, 5.8868, 1.7371], [3.0319, 1.9105, -4.7550], [3.9087, 2.2746, -2.8074], [3.8418, 3.3617, -2.6765], [4.9657, 2.0179, -2.9222], [-4.2330, 0.1666, -4.8970], [-3.1271, 0.7322, -4.1662], [-2.5436, 2.0343, -4.4226], [-1.3898, 2.0399, -3.4132], [-0.6234, 2.9609, -3.2634], [-1.3759, 0.8367, -2.7324], [-2.3718, 0.1308, -3.2235], [-2.6328, -1.1195, -2.7939], [-4.9051, 0.9684, -5.1968], [-4.8012, -0.5143, -4.2627], [-3.9108, -0.3664, -5.7963], [-3.2381, 2.8513, -4.2215], [-2.1541, 2.1280, -5.4384], [-1.9577, -1.5137, -2.1604], [-3.2235, -1.7390, -3.3150]], "atomic_forces_ev_per_a": [[1.43, -0.76, 0.04], [0.03, -0.15, 0.28], [-0.03, 0.00, -0.01], [-0.04, 0.11, -0.20], [0.05, -0.05, 0.14], [-0.01, -0.06, 0.08], [0.00, 0.01, -0.02], [0.00, 0.00, 0.01], [-0.09, 0.14, -0.10], [0.11, 0.07, -0.09], [-0.03, 0.06, -0.03], [-0.13, 0.13, -0.09], [0.04, -0.03, -0.10], [-0.02, 0.00, -0.03], [0.02, -0.04, 0.07], [-0.03, -0.08, 0.13], [0.01, 0.12, -0.18], [0.02, 0.01, -0.02], [0.00, 0.01, 0.00], [0.01, 0.00, -0.01], [0.03, -0.01, 0.00], [-0.05, 0.01, 0.02], [0.00, -0.01, -0.02], [0.00, 0.00, -0.01], [-0.06, -0.02, 0.16], [-0.14, 0.33, 0.70], [-0.13, 0.02, -0.08], [0.00, 0.09, 0.01], [-0.08, -0.01, -0.29], [-0.29, -0.16, 1.07], [0.10, 0.05, -0.31], [0.00, 0.06, -0.23], [0.09, -0.01, 0.02], [-0.09, 0.05, -0.04], [0.02, -0.07, -0.01], [-0.11, 0.00, -0.18], [-0.56, 0.24, -0.59], [-0.18, 0.00, -0.11], [0.09, -0.03, -0.03], [-0.04, 0.05, 0.12], [-0.02, 0.01, 0.00], [-0.01, 0.01, 0.01], [0.01, -0.01, -0.01], [0.00, -0.01, 0.01], [0.01, -0.01, 0.01], [0.02, -0.04, -0.08], [0.03, -0.01, -0.01]], "nbo_charge": [0.896, 0.874, -0.630, 0.207, -0.154, -0.128, -0.259, 0.052, -0.401, 0.262, 0.165, -0.387, 0.064, -0.248, -0.129, -0.117, 0.119, -0.605, 0.230, 0.218, 0.187, 0.224, 0.223, 0.229, -0.532, 0.645, -0.541, -0.524, -0.164, -1.089, 0.145, 0.150, -0.407, -0.409, -0.324, 0.660, -0.594, -0.643, 0.637, -0.795, 0.219, 0.203, 0.196, 0.227, 0.227, 0.424, 0.396], "e_lumo_ev": 1.010, "relative_energy_ev": 0.000, "e_homo_ha": -0.10350, "total_charge": -1, "total_energy_ha": -5504.8856}

4.
{"formula": "C10H10N2O2", "method": "ωB97M-V/def2-TZVPD", "species": ["C", "C", "C", "C", "C", "C", "C", "C", "C", "C", "N", "N", "O", "O", "H", "H", "H", "H", "H", "H", "H", "H", "H", "H"], "coordinates": [[1.6247, 2.1204, -0.2974], [3.1591, 0.2015, -0.0949], [2.9472, -1.1833, 0.1470], [1.9068, 0.7510, -0.1650], [1.5562, -1.3854, 0.1167], [0.4062, -2.4084, 0.1735], [-2.6118, 0.6843, -0.4824], [-1.1532, 0.7484, -0.9627], [-2.3669, 0.7024, 1.1198], [-0.4526, 0.0284, 0.1101], [1.3350, 3.2478, -0.2955], [0.9301, -0.2235, 0.0011], [-0.6872, -1.8134, -0.3267], [-1.0186, 0.2548, 1.2874], [4.0451, 0.7161, -0.0469], [3.6423, -1.8970, 0.1025], [0.4441, -3.2666, -0.4386], [0.2102, -2.7594, 1.1616], [-3.2744, 1.5396, -0.7232], [-3.1093, -0.2590, -0.5819], [-1.0793, 0.3672, -2.0542], [-0.8725, 1.9087, -0.8353], [-2.4639, 1.7303, 1.4453], [-3.1169, 0.1951, 1.6400]], "atomic_forces_ev_per_a": [[-0.85, 1.96, 0.47], [-2.52, -1.95, 0.75], [-3.64, 2.17, -0.78], [0.33, 0.85, 0.04], [0.19, -2.17, 0.57], [1.04, -0.21, 0.27], [0.10, 0.47, 2.91], [-1.37, 2.34, -1.87], [0.21, 2.20, -3.02], [-0.38, -4.51, -1.68], [0.45, -1.34, -0.24], [1.18, 3.60, 0.16], [-2.26, 4.40, -0.08], [0.63, -0.36, 0.67], [1.87, 1.10, -0.29], [2.50, -2.69, 0.15], [1.38, -1.34, -0.72], [0.33, -0.22, 1.33], [0.56, -0.63, -0.23], [-0.11, -0.51, -1.06], [0.53, 0.66, 2.11], [-0.21, -2.54, -0.69], [0.54, 0.34, 0.31], [-0.50, -1.63, 0.93]], "nbo_charge": [0.265, -0.172, -0.302, -0.044, 0.202, -0.096, -0.411, -0.513, -0.066, 0.756, -0.329, -0.369, -0.639, -0.461, 0.228, 0.219, 0.203, 0.165, 0.224, 0.225, 0.275, 0.262, 0.181, 0.197], "e_lumo_ev": 0.782, "relative_energy_ev": 4.787, "e_homo_ha": -0.31625, "total_energy_ha": -646.9260}

5.
{"formula": "C5H12N2OP", "method": "ωB97M-V/def2-TZVPD", "species": ["C", "C", "C", "C", "C", "N", "N", "O", "P", "H", "H", "H", "H", "H", "H", "H", "H", "H", "H", "H", "H"], "coordinates": [[-1.7002, 1.1684, -0.2338], [-0.7206, 0.6252, -1.0967], [0.7569, -0.6259, 0.5791], [-0.2782, -0.8066, -0.5048], [-1.6810, -1.3320, 0.2067], [1.6035, 0.4862, 0.2438], [-2.0267, 2.2317, 0.1595], [-2.4452, -0.2662, 0.7210], [3.1503, 0.3209, 0.0244], [-1.0394, 0.5486, -2.0970], [0.1496, 1.3186, -1.2537], [0.2240, -0.2105, 1.4319], [1.2073, -1.5894, 0.8689], [0.1412, -1.4477, -1.4108], [-1.2606, -2.0150, 0.9440], [-2.0904, -1.9104, -0.6361], [-2.6417, 2.7199, 0.7969], [3.5766, 1.4222, -0.5081], [-2.3600, -0.0755, 1.6310], [3.5030, -0.5256, -0.9343], [3.9316, -0.0369, 1.0680]], "atomic_forces_ev_per_a": [[-0.09, 2.98, 0.80], [2.36, -2.54, 0.04], [-0.18, 1.21, 0.26], [-1.46, 0.51, -1.44], [3.79, -1.80, -2.06], [1.35, -0.12, -0.15], [-0.66, 0.20, 0.26], [-0.16, -0.32, -3.05], [-3.05, -0.66, 0.84], [-1.18, -0.52, -1.20], [-0.73, -0.46, 1.14], [-0.42, -0.63, 0.70], [-0.01, 0.22, -0.13], [-1.29, 1.03, 2.01], [-0.85, 0.04, 0.41], [-1.20, 0.52, 0.90], [0.06, -0.28, -0.16], [1.29, 2.63, -0.72], [0.49, -0.06, 1.89], [0.90, -1.71, -1.36], [1.04, -0.23, 1.00]], "nbo_charge": [0.668, -0.597, -0.255, -0.184, -0.109, -1.091, -0.519, -0.604, 1.212, 0.283, 0.346, 0.166, 0.198, 0.245, 0.216, 0.224, 0.455, -0.030, 0.524, -0.086, -0.062], "e_lumo_ev": -3.264, "relative_energy_ev": 3.797, "e_homo_ha": -0.43978, "total_charge": 1, "total_energy_ha": -723.4062}

6.
{"formula": "C3H5O4Sm", "method": "ωB97M-V/def2-TZVPD", "species": ["O", "C", "C", "O", "O", "C", "Sm", "H", "H", "H", "H", "O", "H"], "coordinates": [[-0.7966, -0.7629, -0.0383], [0.1643, 0.0338, -0.2777], [-0.3226, -1.6299, 1.5531], [0.1754, 0.9433, -1.1303], [1.0882, 0.0781, 0.6730], [1.1163, -1.1178, 1.4716], [-1.1522, 1.9580, -3.1873], [-0.4320, -2.5958, 1.0416], [-0.9583, -0.9554, 2.1432], [1.7720, -1.8411, 0.9750], [1.5069, -0.8363, 2.4539], [-0.2312, -2.7723, 3.3296], [-1.1126, -3.1514, 3.3559]], "atomic_forces_ev_per_a": [[0.75, 0.24, -1.54], [-2.24, 0.43, 1.70], [0.91, -1.17, 1.70], [-0.23, 0.64, -1.97], [1.44, 0.06, -0.18], [-0.57, -0.26, 0.28], [0.74, -0.70, 1.31], [-0.92, 0.82, 0.79], [-0.20, -1.08, -0.68], [-0.07, 0.09, 0.23], [-0.15, -0.19, -0.26], [0.73, 1.12, -1.26], [-0.18, 0.00, -0.13]], "nbo_charge": [-0.641, 0.991, -0.029, -0.905, -0.502, -0.123, 0.990, 0.230, 0.229, 0.181, 0.227, -1.068, 0.421], "e_lumo_ev": [-0.834, -1.096], "relative_energy_ev": 2.995, "e_homo_ha": [-0.25021, -0.27018], "s_squared": 15.756, "spin_multiplicity": 8, "total_energy_ha": -1076.0545}